{
  "formula": "C2H5MgO",
  "method": "the ωB97M-V functional and the def2-TZVPD basis",
  "homo_energy_ev": -1.29,
  "charge": -1,
  "orbital_gap_ev": 5.037,
  "species": ["C", "C", "H", "H", "H", "H", "Mg", "O", "H"],
  "positions_angstrom": [[0.04, -0.63, 0.02], [-0.96, 0.52, 0.04], [-0.18, -1.31, 0.87], [0.00, -1.13, -0.97], [-1.60, 0.47, 0.94], [-1.57, 0.54, -0.88], [3.10, 0.16, -0.40], [1.28, 0.01, 0.23], [-0.12, 1.36, 0.16]]
}

---

{
  "formula": "C2H5N",
  "method": "the ωB97M-V functional and the def2-TZVPD basis",
  "homo_energy_ev": [-7.91, -7.64],
  "orbital_gap_ev": [5.325, 5.044],
  "species": ["C", "C", "N", "H", "H", "H", "H", "H"],
  "positions_angstrom": [[2.32, -0.11, -0.36], [-1.23, -0.21, 0.14], [-0.46, 0.88, 0.26], [0.41, 0.84, -0.43], [3.26, 0.51, -0.08], [-2.03, -0.15, 1.02], [-0.73, -1.27, 0.44], [-1.54, -0.48, -0.99]]
}

---

{
  "formula": "C2H5N2",
  "method": "the ωB97M-V functional and the def2-TZVPD basis",
  "homo_energy_ev": [-15.63, -15.63],
  "charge": 1,
  "orbital_gap_ev": [8.374, 8.377],
  "species": ["C", "C", "N", "N", "H", "H", "H", "H", "H"],
  "positions_angstrom": [[0.68, -0.95, 0.04], [-0.28, 0.75, -0.14], [-0.58, -0.63, -0.02], [1.09, 0.29, -0.18], [1.17, -2.02, 0.12], [-0.59, 1.21, -1.10], [-0.47, 1.16, 0.85], [-2.05, -1.57, -0.58], [2.02, 0.84, -0.01]]
}

---

| no. | energy (eV) |
| --- | --- |
| 1 | -9647.082 |
| 2 | -3634.342 |
| 3 | -5122.596 |